Density functional theory data (wB97M-V/def2-TZVPD) for a 2-piece molecular cluster, H5NO3Si overall.

The geometry in XYZ format:
```
10
H5NO3Si (wB97M-V/def2-TZVPD)
Si -0.9607 -0.6566 0.0386
O 2.5167 0.4096 1.3459
O -2.4037 -1.3943 0.1051
O 0.2322 -1.4435 0.4855
N -1.0140 0.9202 -0.5832
H -0.1331 1.4605 -0.3719
H 2.0852 -0.3673 1.1288
H 3.4378 0.1082 1.4652
H -1.7850 1.3231 -1.1296
H -3.0074 -0.8629 -0.4309
```

The gap between HOMO and LUMO is 10.55 eV. For the HOMO energy, the calculation gives -10.712 eV.

Löwdin population analysis, charges in e, atoms 1 to 6: 0.289, -0.052, -0.095, -0.279, -0.039, 0.080